Formula: C46H54CeN3O6PS3
Source: the Open Molecules 2025 dataset
Level of theory: the ωB97M-V functional and the def2-TZVPD basis

E_HOMO (spin up / spin down) in eV: -12.2058 / -12.2058
Molecular weight in g mol⁻¹: 1012.244
Orbital gap (spin up / spin down) in Eh: 0.14970 / 0.15020
ΔE to the lowest compared entry with this formula, charge and spin in eV: 0.3912

```
! RIJCOSX wB97M-V def2-TZVPD def2/J DEFGRID3
* xyz 2 1
Ce -0.01 0.98 -0.58
C -2.28 3.64 6.11
C -1.41 2.45 5.86
C -0.01 2.60 5.75
C 0.83 1.52 5.53
C 2.30 1.70 5.41
C 0.27 0.27 5.29
C -1.10 0.03 5.50
C -1.69 -1.35 5.29
C -1.92 1.14 5.77
H -3.18 3.51 5.46
H -1.79 4.56 5.85
H -2.62 3.66 7.19
H 0.46 3.61 5.93
H 2.57 2.73 5.60
H 2.64 1.41 4.40
H 2.83 1.07 6.14
H 0.89 -0.59 5.02
H -1.54 -1.97 6.17
H -1.27 -1.96 4.45
H -2.78 -1.24 5.13
H -2.98 0.98 6.03
N -1.94 3.71 -0.46
C -2.73 2.63 -0.02
C -4.02 2.47 -0.61
C -4.77 1.42 -0.17
C -4.25 0.61 0.90
C -3.00 0.82 1.38
N -2.18 1.74 0.79
C -0.77 4.22 0.19
C -0.58 5.59 0.08
C 0.38 6.14 0.92
C 1.20 5.25 1.72
C 0.98 3.88 1.62
N 0.05 3.35 0.81
H -2.46 4.37 -1.04
H -4.32 3.15 -1.41
H -5.80 1.23 -0.54
H -4.86 -0.18 1.31
H -2.62 0.33 2.27
H -1.32 6.20 -0.46
H 0.61 7.18 0.99
H 1.99 5.64 2.35
H 1.54 3.21 2.29
O -2.56 2.62 -4.58
C -2.03 1.58 -5.29
C -2.40 1.54 -6.64
C -2.06 0.47 -7.45
C -1.27 -0.52 -6.95
C -0.73 -0.42 -5.64
C -1.17 0.60 -4.76
C -0.69 0.72 -3.34
O 0.07 -0.19 -2.82
O -1.09 1.71 -2.55
H -2.08 2.62 -3.72
H -2.87 2.35 -7.17
H -2.41 0.45 -8.49
H -0.91 -1.33 -7.54
H -0.02 -1.17 -5.27
C 3.17 1.74 -3.40
C 3.12 2.42 -2.05
C 2.40 3.75 -2.05
O 2.37 1.44 -1.05
P 3.27 0.91 0.24
S 4.19 2.30 1.15
S 1.76 0.02 1.33
O 4.22 -0.14 -0.48
C 5.58 -0.60 -0.12
C 6.58 0.39 -0.61
C 5.59 -1.92 -0.84
H 3.34 2.47 -4.19
H 2.25 1.22 -3.64
H 3.94 0.95 -3.45
H 4.09 2.58 -1.62
H 1.36 3.64 -2.42
H 2.90 4.48 -2.73
H 2.38 4.22 -1.07
H 5.62 -0.76 0.96
H 6.46 0.59 -1.72
H 7.60 -0.04 -0.47
H 6.53 1.34 -0.03
H 5.55 -1.71 -1.91
H 4.72 -2.52 -0.57
H 6.52 -2.48 -0.66
O -0.74 -1.13 0.03
S -1.37 -2.20 -0.93
C -2.23 -3.34 0.24
C -3.05 -4.34 -0.65
C -3.85 -3.82 -1.66
C -4.45 -4.72 -2.53
C -4.46 -6.09 -2.29
C -3.72 -6.57 -1.22
C -3.14 -5.67 -0.34
C 0.02 -3.24 -1.50
C 0.79 -4.06 -0.50
C 0.60 -5.46 -0.45
C 1.39 -6.28 0.33
C 2.38 -5.73 1.15
C 2.58 -4.35 1.16
C 1.79 -3.52 0.36
H -2.95 -2.73 0.82
H -1.46 -3.80 0.83
H -3.86 -2.77 -1.77
H -5.02 -4.38 -3.40
H -5.04 -6.74 -2.97
H -3.70 -7.65 -1.01
H -2.66 -6.02 0.60
H 0.69 -2.49 -1.97
H -0.50 -3.85 -2.24
H -0.08 -5.92 -1.15
H 1.18 -7.38 0.38
H 3.01 -6.40 1.73
H 3.19 -3.94 1.99
H 2.00 -2.46 0.39
*
```

Mulliken population analysis, charges in e, atoms 1 to 99: Ce 0.153; C -1.404; C 0.447; C -0.709; C 0.699; C -1.392; C -0.304; C 0.680; C -1.523; C -0.517; H 0.346; H 0.382; H 0.305; H 0.233; H 0.351; H 0.133; H 0.423; H 0.486; H 0.448; H 0.216; H 0.344; H 0.386; N 0.257; C 0.787; C -1.054; C -0.572; C -0.603; C -0.764; N 0.126; C 0.724; C -1.031; C -0.722; C -0.948; C -0.459; N 0.549; H 0.354; H 0.442; H 0.419; H 0.541; H 0.703; H 0.446; H 0.497; H 0.517; H 0.534; O -0.701; C 0.604; C -0.601; C -0.269; C -0.991; C -0.456; C -0.029; C 1.643; O -0.730; O -0.479; H 0.464; H 0.430; H 0.392; H 0.469; H 0.379; C -1.072; C 0.587; C -1.217; O -0.470; P 0.579; S -0.231; S -0.471; O 0.158; C 0.433; C -1.132; C -1.152; H 0.425; H 0.006; H 0.259; H 0.543; H 0.121; H 0.502; H 0.209; H 0.318; H 0.180; H 0.460; H 0.299; H 0.292; H 0.138; H 0.439; O -0.146; S 0.676; C -0.943; C 0.344; C -0.372; C -0.813; C -0.378; C -0.682; C -0.191; C -0.967; C -0.165; C -0.213; C -0.783; C -0.431; C -0.912

---

Formula: C47H50CrN8O3S3
Source: the Open Molecules 2025 dataset
Level of theory: the ωB97M-V functional and the def2-TZVPD basis

E_HOMO (spin up / spin down) in eV: -11.9447 / -12.4095
Molecular weight in g mol⁻¹: 923.167
Orbital gap (spin up / spin down) in Eh: 0.26247 / 0.28170
<S²>: 6.0336
ΔE to the lowest compared entry with this formula, charge and spin in eV: 1.7302

```
! RIJCOSX wB97M-V def2-TZVPD def2/J DEFGRID3
* xyz 2 5
Cr -1.78 1.10 0.17
C 1.50 4.58 0.83
N 0.44 4.04 -0.01
C -0.09 5.02 -0.94
C -0.50 3.16 0.62
O -1.65 2.97 -0.14
C -0.96 3.62 2.01
O -1.69 2.57 2.64
C -3.03 2.82 2.90
C -3.95 2.06 1.95
O -3.49 1.20 1.15
N -5.25 2.26 2.03
C -5.87 3.10 3.05
C -6.19 1.50 1.20
H 1.21 5.49 1.36
H 2.36 4.81 0.20
H 1.82 3.85 1.57
H -0.55 5.88 -0.44
H -0.81 4.56 -1.60
H 0.75 5.39 -1.54
H -1.60 4.50 1.86
H -0.13 3.89 2.66
H -3.27 3.88 2.86
H -3.27 2.46 3.91
H -5.22 3.92 3.35
H -6.12 2.50 3.93
H -6.78 3.53 2.64
H -5.64 0.95 0.44
H -6.87 2.20 0.72
H -6.76 0.81 1.82
N 0.00 1.74 0.78
S 1.53 1.41 0.54
N 1.65 0.02 -0.34
S 1.90 -1.45 0.04
N 0.75 -2.34 0.62
S -0.77 -2.14 0.05
N -1.46 -0.88 0.29
C -0.66 -2.61 -1.67
C -0.81 -1.61 -2.61
C -0.67 -1.92 -3.96
C -0.38 -3.22 -4.34
C -0.21 -4.21 -3.39
C -0.35 -3.91 -2.04
C -1.55 -3.54 0.82
C -1.09 -4.03 2.03
C -1.81 -5.04 2.66
C -2.96 -5.55 2.07
C -3.40 -5.05 0.85
C -2.70 -4.04 0.22
C 3.24 -1.73 1.15
C 4.49 -1.29 0.73
C 5.59 -1.51 1.55
C 5.42 -2.17 2.76
C 4.17 -2.60 3.17
C 3.06 -2.38 2.36
C 2.54 -2.13 -1.47
C 2.67 -1.35 -2.61
C 3.23 -1.93 -3.74
C 3.66 -3.24 -3.71
C 3.54 -4.00 -2.56
C 2.97 -3.45 -1.43
C 2.03 0.89 2.19
C 1.12 0.34 3.08
C 1.53 0.04 4.37
C 2.84 0.30 4.76
C 3.74 0.86 3.87
C 3.34 1.17 2.58
C 1.79 2.32 -1.74
C 0.83 2.13 -2.70
C 1.19 2.40 -4.02
C 2.47 2.85 -4.32
C 3.41 3.02 -3.31
C 3.06 2.76 -1.98
H -1.01 -0.59 -2.30
H -0.79 -1.14 -4.70
H -0.27 -3.46 -5.39
H 0.02 -5.22 -3.69
H -0.21 -4.68 -1.29
H -0.20 -3.62 2.48
H -1.46 -5.43 3.60
H -3.51 -6.34 2.56
H -4.30 -5.46 0.39
H -3.03 -3.66 -0.74
H 4.61 -0.79 -0.22
H 6.57 -1.18 1.24
H 6.28 -2.35 3.40
H 4.04 -3.11 4.11
H 2.07 -2.72 2.65
H 2.34 -0.32 -2.61
H 3.34 -1.34 -4.64
H 4.12 -3.68 -4.59
H 3.88 -5.03 -2.54
H 2.87 -4.03 -0.52
H 0.09 0.18 2.77
H 0.83 -0.38 5.08
H 3.15 0.07 5.77
H 4.76 1.07 4.18
H 4.03 1.62 1.88
H -0.18 1.80 -2.45
H 0.46 2.27 -4.81
H 2.74 3.06 -5.34
H 4.40 3.37 -3.54
H 3.79 2.88 -1.18
N -3.69 -0.17 -1.71
C -4.48 -0.01 -2.78
C -4.26 1.26 -3.26
C -3.30 1.81 -2.41
N -2.96 0.93 -1.48
H -3.55 -0.96 -1.10
H -5.13 -0.80 -3.11
H -4.73 1.72 -4.11
H -2.85 2.79 -2.40
*
```

Mulliken population analysis, charges in e, atoms 1 to 99: Cr 0.065; C -1.283; N 0.948; C -1.006; C 2.010; O -1.011; C -1.204; O -0.385; C -1.140; C 0.931; O -0.312; N 0.215; C -0.947; C -0.925; H 0.300; H 0.395; H 0.430; H 0.292; H 0.227; H 0.319; H 0.343; H 0.472; H 0.514; H 0.437; H 0.348; H 0.326; H 0.326; H 0.144; H 0.353; H 0.376; N -0.413; S 0.116; N 0.396; S 0.880; N -0.184; S 1.561; N 0.136; C 0.110; C 0.550; C -0.947; C -0.768; C -1.005; C -0.461; C 0.137; C -0.171; C -0.884; C -0.562; C -0.942; C -0.333; C 0.492; C -1.182; C -0.708; C -0.651; C -0.768; C -0.157; C 0.461; C 0.171; C -0.708; C -0.698; C -0.888; C -0.820; C 0.232; C -0.438; C -0.974; C -0.717; C -0.932; C -0.163; C 1.133; C 0.433; C -0.869; C -0.872; C -0.871; C -1.002; H -0.142; H 0.565; H 0.469; H 0.478; H 0.601; H 0.375; H 0.462; H 0.439; H 0.453; H 0.437; H 0.442; H 0.491; H 0.447; H 0.508; H 0.512; H 0.208; H 0.550; H 0.452; H 0.495; H 0.479; H 0.186; H 0.541; H 0.464; H 0.518; H 0.539; H 0.189

---

Formula: C16H24HgN2Si
Source: the Open Molecules 2025 dataset
Level of theory: the ωB97M-V functional and the def2-TZVPD basis

E_HOMO (spin up / spin down) in eV: 0.4782 / -0.1051
Molecular weight in g mol⁻¹: 473.058
Orbital gap (spin up / spin down) in Eh: 0.18326 / 0.19812
ΔE to the lowest compared entry with this formula, charge and spin in eV: 3.8951

```
! RIJCOSX wB97M-V def2-TZVPD def2/J DEFGRID3
* xyz -2 1
C -0.31 1.15 -4.06
C 1.03 1.67 -3.86
C 1.02 2.47 -2.71
C -0.27 2.50 -2.17
C -1.15 1.73 -2.98
Hg -1.03 -0.46 -2.64
N -2.97 -0.47 -0.80
C -0.01 -1.93 -2.58
C 1.30 -2.23 -2.55
H 1.87 3.04 -2.31
H 1.84 1.65 -4.65
H -0.62 3.14 -1.33
H -2.25 1.74 -2.98
H -0.74 0.85 -5.01
H 2.19 -1.97 -3.46
H -0.30 -2.20 -1.54
H -3.44 -1.15 -1.49
H 1.92 -1.83 -1.73
H -1.06 -1.98 -3.54
C -0.01 3.02 1.26
Si 0.15 1.46 2.30
C 1.78 1.50 3.25
C -1.28 1.40 3.52
N 0.11 0.08 1.27
C 0.08 -1.22 1.36
C 1.29 -2.00 1.22
C 1.28 -3.39 1.37
C 0.07 -4.08 1.60
C -1.14 -3.36 1.65
C -1.14 -1.95 1.54
H 0.05 3.92 1.89
H -0.98 3.03 0.74
H 0.77 3.08 0.50
H 1.78 2.27 4.03
H 1.98 0.53 3.72
H 2.63 1.71 2.57
H -2.23 1.67 3.04
H -1.40 0.39 3.93
H -1.12 2.09 4.36
H 2.21 -1.45 1.00
H 2.22 -3.94 1.30
H 0.06 -5.18 1.70
H -2.10 -3.88 1.72
H -2.08 -1.41 1.54
*
```

Okay, here come the Mulliken numbers, in e, for every atom: C -0.523; C -0.664; C -0.563; C -0.006; C -0.881; Hg 0.688; N -0.595; C -0.164; C -0.477; H 0.361; H 0.273; H 0.351; H 0.438; H 0.540; H 0.133; H 0.096; H 0.024; H 0.136; H -0.153; C -0.864; Si -0.201; C -1.054; C -1.067; N 0.278; C -0.730; C -0.207; C -0.462; C -0.302; C -0.518; C 0.079; H 0.340; H 0.185; H 0.189; H 0.346; H 0.278; H 0.244; H 0.278; H 0.318; H 0.354; H 0.376; H 0.273; H 0.273; H 0.299; H 0.281

---

Formula: C2H3Cl2NO
Source: the Open Molecules 2025 dataset
Level of theory: the ωB97M-V functional and the def2-TZVPD basis

E_HOMO (spin up / spin down) in eV: -7.8989 / -7.5976
Molecular weight in g mol⁻¹: 127.958
Orbital gap (spin up / spin down) in Eh: 0.28042 / 0.26294
ΔE to the lowest compared entry with this formula, charge and spin in eV: 4.8217

```
! RIJCOSX wB97M-V def2-TZVPD def2/J DEFGRID3
* xyz 0 1
C -1.62 0.00 -0.07
C -0.19 0.01 0.06
N -2.00 1.91 -1.58
O -2.66 -0.44 0.20
Cl -1.71 3.23 -0.53
Cl -3.66 1.65 -1.83
H 0.20 -0.84 -0.50
H 0.10 -0.09 1.11
H 0.23 0.93 -0.36
*
```

Okay, here come the Mulliken numbers, in e, for every atom: C 0.669; C -0.769; N -0.319; O -0.267; Cl -0.105; Cl -0.097; H 0.279; H 0.317; H 0.292

---

The lowest molecular weight belongs to which entry?
C2H3Cl2NO

---

The highest ΔE to the lowest compared entry with this formula, charge and spin belongs to which entry?
C2H3Cl2NO

---

What is the ΔE to the lowest compared entry with this formula, charge and spin in the second record?
1.7302 eV

---

What is the formula in the third record?
C16H24HgN2Si